The following is a quantum chemistry calculation of a structure of composition C39H41F3MoN5O9S3Si, from the Open Molecules 2025 dataset.

Multiplicity: 1
Lowest unoccupied orbital energy, Eh: 0.0486
Charge: -1
Frontier orbital gap, eV: 6.94

```
102
Properties=species:S:1:pos:R:3:mulliken_charge:R:1
Mo 0.7418 0.1655 0.0154 -1.43
N 1.3557 2.0008 1.2958 -0.05
C 2.3116 3.0178 0.8151 -0.83
C 2.6105 2.7738 -0.6613 -0.22
N 2.5611 1.3551 -0.9597 0.69
C 3.8281 0.6457 -0.6809 -0.56
C 3.8535 0.1646 0.7559 -0.80
N 2.6074 -0.5774 0.9757 0.99
H 1.6966 1.5029 2.1225 0.07
H 0.4976 2.4562 1.5814 0.45
H 1.8870 4.0141 0.9447 0.61
H 3.2205 2.9696 1.4147 0.24
H 1.8587 3.2718 -1.2684 -0.43
H 3.5829 3.2029 -0.9279 0.60
H 2.3596 1.1925 -1.9635 -0.02
H 3.8830 -0.2161 -1.3479 0.06
H 4.6788 1.3001 -0.8966 0.52
H 4.7167 -0.4808 0.9333 0.65
H 3.9047 0.9967 1.4617 0.07
H 2.7021 -1.5045 0.5389 -0.13
H 2.4468 -0.7649 1.9617 0.30
C -1.2555 -6.4327 -3.8000 -1.61
C -1.4755 -5.2242 -2.9304 1.14
C -1.3853 -3.9418 -3.4592 -0.78
C -1.5044 -2.8207 -2.6528 -0.07
C -1.7122 -2.9903 -1.2982 -0.02
C -1.8089 -4.2621 -0.7496 -0.58
C -1.6994 -5.3730 -1.5653 -0.84
S -1.8809 -1.6242 -0.1458 0.90
O -3.2860 -1.1710 -0.2126 -0.87
O -0.9675 -0.5684 -0.9149 -0.38
N -0.0674 -0.1729 1.5253 1.81
C -0.4496 -0.5069 2.7976 0.08
C -1.7367 -0.9215 3.0732 -0.12
C -2.1240 -1.2855 4.3734 -1.53
C -1.2357 -1.2593 5.4095 -0.92
C 0.0870 -0.8227 5.1780 0.96
C 1.0511 -0.7624 6.2076 -0.74
C 2.3082 -0.3070 5.9393 -1.15
C 2.5989 0.1037 4.6259 -0.27
N 1.7401 0.0561 3.6382 -0.30
C 0.4868 -0.4171 3.8806 -0.25
H -1.3844 -6.1892 -4.8550 0.37
H -1.9480 -7.2378 -3.5468 0.40
H -0.2405 -6.8139 -3.6679 0.29
H -1.1705 -3.8130 -4.5137 0.29
H -1.3655 -1.8355 -3.0608 -0.02
H -1.9265 -4.3778 0.3220 0.29
H -1.7389 -6.3663 -1.1324 0.29
H -2.4638 -0.9768 2.2752 0.55
H -3.1426 -1.6147 4.5334 0.46
H -1.5218 -1.5695 6.4068 0.42
H 0.7737 -1.0878 7.2034 0.44
H 3.0717 -0.2559 6.7031 0.41
H 3.5868 0.4872 4.3870 0.40
C -0.6171 1.1380 -5.5247 -0.84
C -1.5776 0.5322 -4.7288 -0.51
C -1.6579 0.8368 -3.3801 -0.86
C -0.7779 1.7553 -2.7889 1.36
C 0.1923 2.3362 -3.6093 -0.37
C 0.2693 2.0408 -4.9616 -0.89
Si -0.9141 1.9947 -0.9326 3.00
C -2.6989 1.8448 -0.3606 0.87
C -3.0293 1.5226 0.9552 0.05
C -4.3403 1.5462 1.4003 -1.09
C -5.3600 1.8953 0.5260 -0.77
C -5.0535 2.2180 -0.7869 -0.77
C -3.7356 2.1971 -1.2239 -0.91
C -0.5521 3.8072 -0.3859 0.84
C -0.0682 4.8247 -1.2126 -0.11
C 0.1481 6.1146 -0.7423 -0.78
C -0.1258 6.4348 0.5787 -0.75
C -0.6514 5.4579 1.4134 -0.76
C -0.8714 4.1771 0.9279 -0.37
H -0.5418 0.8858 -6.5748 0.34
H -2.2514 -0.2030 -5.1508 0.44
H -2.4010 0.3413 -2.7697 0.56
H 0.9503 2.9895 -3.1952 0.04
H 1.0486 2.4875 -5.5656 0.42
H -2.2512 1.2072 1.6423 0.21
H -4.5682 1.2688 2.4226 0.45
H -6.3892 1.9020 0.8628 0.36
H -5.8433 2.4806 -1.4800 0.41
H -3.5203 2.4499 -2.2550 0.33
H 0.1362 4.6253 -2.2559 0.29
H 0.5264 6.8721 -1.4180 0.46
H 0.0475 7.4375 0.9483 0.37
H -0.9073 5.6953 2.4387 0.42
H -1.3322 3.4542 1.5938 0.25
F 0.9908 -5.9069 2.3876 -0.23
C 1.9877 -5.0103 2.3555 0.39
F 1.9042 -4.2856 3.4879 -0.23
F 3.1415 -5.6911 2.4110 -0.24
S 1.8859 -3.9324 0.8400 1.18
O 0.8961 -2.9480 1.2505 -0.55
O 1.5062 -4.8541 -0.1882 -0.63
O 3.2294 -3.3772 0.7571 -0.86
O 0.9765 -1.9693 -3.5371 -0.48
S 1.9625 -1.1713 -2.8630 0.74
O 3.2665 -1.7622 -2.7008 -0.75
O 1.4368 -0.9998 -1.3226 -0.15
O 2.0167 0.2082 -3.3692 -0.72
```


The following is a quantum chemistry calculation of a structure of composition C39H42AsBBrF5IN3ORe at a distorted geometry, from the Open Molecules 2025 dataset.

Multiplicity: 2
Lowest unoccupied orbital energy (spin up / spin down), Eh: -0.2637 / -0.2573
Charge: +2
Frontier orbital gap (spin up / spin down), eV: 6.27 / 6.47

```
95
Properties=species:S:1:pos:R:3:lowdin_spin:R:1
Re 0.2520 -0.0537 0.3560 1.03
C 4.4885 -0.7156 0.8493 0.00
C 3.1182 -0.7680 1.1044 0.02
N 2.2885 0.1551 0.6294 -0.01
C 2.7959 1.2007 -0.0793 0.01
C 4.1417 1.3314 -0.3718 0.00
C 4.9993 0.3160 0.0997 0.02
C 4.5773 2.4854 -1.1118 0.00
C 3.6961 3.4369 -1.4786 0.00
C 2.2994 3.3251 -1.1463 0.00
C 1.3411 4.3149 -1.4493 0.01
C 0.0487 4.1457 -1.0354 0.00
C -0.3236 2.9638 -0.3931 0.01
N 0.5459 1.9922 -0.1328 0.01
C 1.8576 2.1986 -0.4774 0.00
H 5.1330 -1.4908 1.2475 0.00
H 2.6720 -1.5595 1.6924 0.00
H 6.0621 0.3645 -0.1210 0.00
H 5.6313 2.5845 -1.3532 0.00
H 4.0303 4.3159 -2.0206 0.00
H 1.6385 5.2000 -2.0025 0.00
H -0.7074 4.8984 -1.2199 0.00
H -1.3500 2.8022 -0.1003 0.00
C -1.8489 -2.2473 2.3475 0.00
C -0.8477 -2.4992 3.4776 0.00
C -1.6001 -2.4557 4.8233 0.00
C 0.4612 -1.6789 3.6006 0.00
C 1.4455 -2.3220 4.3503 0.00
C 2.5822 -1.6668 4.7850 0.00
C 2.6989 -0.3109 4.5472 0.00
C 1.7744 0.3983 3.7808 0.00
C 2.0343 1.9354 3.8458 0.00
C 0.8857 2.9174 3.6004 0.00
C 3.2515 2.4185 3.0471 0.00
C 0.7213 -0.3537 3.2005 0.00
N -0.2123 0.2504 2.2329 -0.12
C -1.4036 0.7694 2.7920 0.00
C -1.5883 0.8266 4.1816 -0.02
C -2.7447 1.3378 4.7261 0.00
C -3.7658 1.8040 3.9028 -0.04
C -3.6157 1.7623 2.5250 0.00
C -2.4499 1.2568 2.0140 -0.02
F -2.3051 1.2212 0.6858 0.01
H -2.5272 -3.1003 2.2813 0.00
H -1.3826 -2.1484 1.3773 0.00
H -2.4776 -1.3725 2.5325 0.00
H -0.5112 -3.5293 3.3771 0.00
H -2.0571 -1.4795 4.9896 0.00
H -0.9415 -2.6793 5.6669 0.00
H -2.4039 -3.1987 4.8154 0.00
H 1.2742 -3.3520 4.6547 0.00
H 3.3256 -2.1870 5.3784 0.00
H 3.5182 0.2389 5.0042 0.00
H 2.3142 2.0665 4.8894 0.00
H 0.5406 2.8999 2.5623 0.00
H 1.2510 3.9285 3.8053 0.00
H 0.0346 2.7448 4.2560 0.00
H 2.9475 2.7635 2.0628 0.00
H 4.0178 1.6456 2.9423 0.00
H 3.7089 3.2739 3.5504 0.00
H -0.8035 0.4615 4.8310 0.00
H -2.8546 1.3718 5.8032 0.00
H -4.6778 2.1991 4.3326 0.00
H -4.3880 2.1081 1.8475 0.00
Br -1.4847 1.5804 -3.2274 0.00
C -0.7632 0.5875 -4.6615 0.00
C -1.4661 0.5953 -5.8558 0.00
C -0.9958 -0.1254 -6.9436 0.00
C 0.1736 -0.8601 -6.8404 0.00
C 0.8803 -0.8723 -5.6491 0.00
C 0.4132 -0.1437 -4.5657 0.00
I 1.6087 -0.1961 -2.8503 0.00
H -2.3804 1.1689 -5.9275 0.00
H -1.5506 -0.1123 -7.8730 0.00
H 0.5448 -1.4247 -7.6873 0.00
H 1.7953 -1.4472 -5.5673 0.00
F -3.4636 -1.2346 -1.7286 0.00
B -2.1893 -1.6833 -1.5558 0.00
F -1.5207 -0.5936 -0.6663 0.03
F -1.4212 -1.7269 -2.7166 0.00
F -2.0927 -2.8774 -0.8172 0.00
C 2.5910 -3.9138 -0.9404 0.00
As 0.7370 -3.4986 -0.7970 0.01
C -0.0640 -4.7133 0.4130 0.00
C 0.0389 -3.8089 -2.5388 0.00
O 0.7316 -1.9281 -0.1266 0.05
H 2.7049 -4.8775 -1.4421 0.00
H 3.0503 -3.9584 0.0454 0.00
H 3.0623 -3.1369 -1.5409 0.00
H 0.1358 -5.7276 0.0628 0.00
H -1.1331 -4.5246 0.4253 0.00
H 0.3705 -4.5617 1.3916 0.00
H 0.5017 -4.7479 -2.8547 0.00
H 0.3125 -2.9975 -3.2048 0.00
H -1.0406 -3.9026 -2.4889 0.00
```


The following is a quantum chemistry calculation of a structure of composition C39H42AuClN3O5SbTe, from the Open Molecules 2025 dataset.

Multiplicity: 4
Lowest unoccupied orbital energy (spin up / spin down), Eh: -0.0763 / -0.1846
Charge: +1
Frontier orbital gap (spin up / spin down), eV: 7.96 / 6.71

```
93
Properties=species:S:1:pos:R:3:lowdin_spin:R:1
Au -0.5180 1.8849 1.1851 0.47
O 5.7263 3.7116 0.9894 0.00
C 4.6947 3.9462 1.8321 0.00
O 4.6607 4.9099 2.5250 0.00
C 3.6500 2.8726 1.8687 0.00
C 3.8397 1.5673 2.2753 0.00
Cl 5.2751 0.7767 2.7181 0.00
N 2.6318 0.9573 2.3355 0.00
N 1.6704 1.8288 1.9841 0.06
C 2.2609 2.9738 1.6856 0.00
C 1.4386 4.1068 1.1094 0.01
O 1.9772 5.1464 0.8313 0.01
O 0.1758 3.8298 0.9112 0.08
C 2.2880 -0.3597 2.7779 0.00
C 1.3876 -0.4883 3.8243 0.00
C 1.0316 -1.7564 4.2545 0.00
C 1.5778 -2.8781 3.6450 0.00
C 2.4791 -2.7346 2.6012 0.00
C 2.8380 -1.4698 2.1557 0.00
H 5.5635 2.9136 0.4731 0.00
H 0.9839 0.3986 4.2960 0.00
H 0.3272 -1.8664 5.0684 0.00
H 1.2961 -3.8662 3.9821 0.00
H 2.9058 -3.6074 2.1252 0.00
H 3.5457 -1.3514 1.3458 0.00
C -3.7903 4.3757 1.6704 0.05
Sb -3.0165 2.6761 0.6703 0.16
C -3.2691 3.1708 -1.3695 0.03
C -4.5037 1.1965 0.9654 0.03
H -4.7753 4.6015 1.2644 0.01
H -3.1175 5.2150 1.5102 0.00
H -3.8691 4.1727 2.7360 0.00
H -4.2946 3.4986 -1.5350 0.00
H -3.0564 2.2940 -1.9793 0.00
H -2.5784 3.9706 -1.6294 0.00
H -5.4614 1.5662 0.6019 0.01
H -4.5772 0.9556 2.0245 0.00
H -4.2248 0.2995 0.4146 0.00
C 5.1113 -3.1052 -4.3240 0.00
C 3.9942 -2.6229 -3.4427 0.00
C 2.7668 -3.2776 -3.4158 0.01
C 1.7279 -2.8536 -2.5976 0.04
C 0.4233 -3.6038 -2.5909 0.02
C 1.9481 -1.7232 -1.8069 0.26
Te 0.3074 -1.0682 -0.5002 0.70
N -0.9980 -0.1291 1.0696 0.49
C -1.2238 -1.2128 1.7924 0.06
O -0.8328 -2.3492 1.4055 0.23
C -2.0608 -1.1204 3.0275 0.03
C -2.1591 0.0536 3.7706 0.01
C -2.9445 0.0904 4.9119 0.00
C -3.6441 -1.0419 5.3095 0.00
C -3.5479 -2.2133 4.5709 0.00
C -2.7531 -2.2567 3.4362 0.01
C -1.0083 -0.4147 -2.0114 0.03
C -0.6058 0.6259 -2.8542 0.02
C 0.7155 1.3317 -2.7165 0.02
C -1.4834 1.0281 -3.8573 0.00
C -2.7276 0.4374 -4.0268 0.01
C -3.6566 0.8812 -5.1207 0.00
C -3.1061 -0.5717 -3.1458 0.00
C -2.2699 -1.0140 -2.1295 0.01
C -2.7479 -2.0946 -1.1989 0.01
C 3.1670 -1.0451 -1.7855 0.03
C 3.4542 0.1846 -0.9609 0.02
C 4.1736 -1.5164 -2.6235 0.01
H 4.7817 -3.9094 -4.9789 0.00
H 5.9422 -3.4775 -3.7228 0.00
H 5.4947 -2.2942 -4.9437 0.00
H 2.6153 -4.1479 -4.0440 0.00
H 0.4898 -4.4971 -3.2089 0.00
H -0.3870 -2.9872 -2.9875 0.00
H 0.1515 -3.9209 -1.5806 0.01
H -1.6010 0.9338 3.4764 0.00
H -3.0048 0.9991 5.4964 0.00
H -4.2586 -1.0121 6.1996 0.00
H -4.0894 -3.0964 4.8826 0.00
H -2.6562 -3.1654 2.8577 0.00
H 0.9343 1.5815 -1.6738 0.01
H 0.7091 2.2657 -3.2755 0.00
H 1.5327 0.7169 -3.0982 0.00
H -1.1828 1.8324 -4.5191 0.00
H -3.2182 1.6801 -5.7156 0.00
H -4.6000 1.2414 -4.7072 0.00
H -3.8916 0.0502 -5.7870 0.00
H -4.0805 -1.0348 -3.2568 0.00
H -3.6734 -2.5340 -1.5662 0.00
H -2.9365 -1.6954 -0.2004 0.00
H -2.0173 -2.8970 -1.0839 0.01
H 2.6677 0.4121 -0.2404 0.02
H 3.5700 1.0583 -1.6056 0.00
H 4.3888 0.0579 -0.4102 0.00
H 5.1266 -0.9972 -2.6359 0.00
```


Short version: ΔE to the lowest compared entry with this formula, charge and spin = 2.00, 0.00, 44.25 kJ/mol, in the order given.
Short version: electronic energy = -4313.7499, -7460.5359, -3155.6348 Ha, in the order given.